Arrangement 1

Molecular formula: C23H18AlClN5O5
Method: DFT, ωB97M-V with the def2-TZVPD basis set

The geometry in XYZ format:
```
53
C23H18AlClN5O5 | OMol25 | ωB97M-V with the def2-TZVPD basis set
Al -0.279 -0.542 0.042
Cl 0.215 3.790 5.781
C 0.356 2.785 4.389
C 1.613 2.285 4.026
C 1.737 1.437 2.952
C 0.615 1.052 2.208
O 0.742 0.199 1.220
C -0.655 1.581 2.553
C -1.839 1.134 1.911
N -1.863 0.253 0.959
C -3.028 -0.368 0.547
C -4.316 0.126 0.542
C -5.387 -0.721 0.215
C -5.190 -2.054 -0.036
C -3.883 -2.585 -0.074
C -3.577 -3.944 -0.285
C -2.263 -4.338 -0.324
C -1.249 -3.384 -0.178
N -1.504 -2.111 0.055
C -2.792 -1.708 0.145
C -0.757 2.457 3.652
H 2.483 2.574 4.591
H 2.699 1.041 2.667
H -2.781 1.499 2.324
H -4.516 1.162 0.773
H -6.388 -0.319 0.198
H -6.027 -2.714 -0.202
H -4.372 -4.665 -0.407
H -2.010 -5.375 -0.475
H -0.205 -3.659 -0.233
H -1.719 2.870 3.913
O -0.353 0.435 -1.444
N 0.920 0.937 -1.576
C 5.093 0.481 -3.678
N 4.007 -0.151 -2.957
C 4.115 -1.393 -2.456
C 3.128 -1.956 -1.709
C 1.993 -1.184 -1.358
O 1.097 -1.597 -0.568
N 1.905 0.040 -1.934
C 2.847 0.595 -2.828
O 2.648 1.617 -3.414
H 6.041 0.098 -3.311
H 5.041 1.555 -3.503
H 5.011 0.303 -4.751
H 5.030 -1.923 -2.683
H 3.220 -2.944 -1.297
C 0.308 3.076 -0.627
C 1.368 2.065 -0.912
O 2.553 2.201 -0.705
H 0.122 3.628 -1.549
H 0.662 3.764 0.134
H -0.617 2.598 -0.322
```

spin multiplicity	1
charge	+1
Kohn-Sham gap	7.102	eV

Here are the Mulliken charges for atoms 1 to 8, given in e: number 1, Al, carries 0.152; number 2, Cl, carries -0.200; number 3, C, carries 0.046; number 4, C, carries -0.605; number 5, C, carries -0.589; number 6, C, carries 0.142; number 7, O, carries -0.288; number 8, C, carries 0.703

---

Arrangement 2

Molecular formula: C23H18AlClN5O5
Method: DFT, ωB97M-V with the def2-TZVPD basis set

The geometry in XYZ format:
```
53
C23H18AlClN5O5 | OMol25 | ωB97M-V with the def2-TZVPD basis set
Al -0.432 0.169 0.205
Cl 2.870 2.852 6.002
C 1.822 2.379 4.712
C 1.268 3.331 3.871
C 0.466 2.908 2.830
C 0.186 1.559 2.609
O -0.523 1.237 1.527
C 0.701 0.607 3.502
C -0.169 -1.592 2.628
N -0.542 -1.406 1.342
C -0.827 -2.522 0.580
C -0.662 -3.857 0.911
C -1.020 -4.876 0.014
C -1.565 -4.599 -1.212
C -1.746 -3.256 -1.594
C -2.358 -2.869 -2.803
C -2.524 -1.538 -3.092
C -2.028 -0.582 -2.207
N -1.430 -0.908 -1.069
C -1.333 -2.227 -0.717
C 1.526 1.041 4.540
H 1.453 4.385 4.030
H 0.022 3.629 2.153
H -0.284 -2.576 3.058
H -0.253 -4.145 1.868
H -0.863 -5.905 0.309
H -1.859 -5.389 -1.891
H -2.704 -3.631 -3.490
H -3.023 -1.217 -3.995
H -2.114 0.472 -2.421
H 1.909 0.297 5.221
O 0.744 -1.400 4.651
N 0.395 -0.808 3.528
C -1.001 4.727 -1.696
N 0.048 3.786 -1.292
C 1.334 4.176 -1.137
C 2.314 3.318 -0.741
C 1.933 1.989 -0.524
O 2.846 1.110 -0.069
N 0.699 1.593 -0.728
C -0.295 2.482 -1.013
O -1.449 2.065 -0.957
H -0.805 5.707 -1.270
H -1.952 4.350 -1.335
H -1.036 4.803 -2.782
H 1.540 5.223 -1.314
H 3.327 3.650 -0.573
C 3.672 -0.915 0.841
C 2.546 -0.189 0.208
O 1.465 -0.690 -0.020
H 4.613 -0.398 0.676
H 3.712 -1.935 0.466
H 3.476 -0.971 1.917
```

spin multiplicity	1
charge	+1
Kohn-Sham gap	4.850	eV

Here are the Mulliken charges for atoms 1 to 8, given in e: number 1, Al, carries -0.550; number 2, Cl, carries -0.212; number 3, C, carries 0.129; number 4, C, carries -0.725; number 5, C, carries -0.322; number 6, C, carries 0.311; number 7, O, carries -0.084; number 8, C, carries -0.413

---

It is arrangement 2 that is the least stable of them.

---

Arrangement 1

Molecular formula: C8H12OS
Method: DFT, ωB97M-V with the def2-TZVPD basis set

The geometry in XYZ format:
```
22
C8H12OS | OMol25 | ωB97M-V with the def2-TZVPD basis set
C 1.318 0.364 0.882
C 2.714 0.101 0.552
C -1.875 -0.782 -0.675
C -1.691 -0.625 0.837
C -0.600 -0.472 -1.433
C -1.072 0.770 1.055
C -0.153 0.911 -1.184
C 0.103 0.821 0.218
O 5.486 -0.628 0.475
S 4.504 -0.481 1.574
H 1.047 0.170 1.941
H 2.835 0.131 -0.534
H -2.296 -1.845 -0.901
H -2.689 -0.145 -1.145
H -2.686 -0.686 1.246
H -1.118 -1.437 1.208
H 0.235 -1.097 -1.282
H -0.835 -0.530 -2.515
H -1.921 1.467 0.778
H -0.833 1.117 2.122
H 0.600 1.263 -1.870
H -1.073 1.613 -1.351
```

spin multiplicity	1
Kohn-Sham gap (alpha / beta)	8.433 / 6.383	eV

Here are the Mulliken charges for atoms 1 to 8, given in e: number 1, C, carries 0.042; number 2, C, carries -1.047; number 3, C, carries -0.563; number 4, C, carries -0.645; number 5, C, carries -0.650; number 6, C, carries -0.978; number 7, C, carries -0.676; number 8, C, carries 0.733

---

Arrangement 2

Molecular formula: C8H12OS
Method: DFT, ωB97M-V with the def2-TZVPD basis set

The geometry in XYZ format:
```
22
C8H12OS | OMol25 | ωB97M-V with the def2-TZVPD basis set
C -1.640 -0.862 0.364
C -1.292 0.404 0.161
C 1.658 -0.886 -0.211
C 1.302 0.369 -0.279
C -2.893 -1.493 0.552
C -2.212 1.535 -0.008
C 2.830 -1.703 -0.407
C 2.048 1.493 -0.917
O 0.055 0.871 -0.058
S 0.051 -1.901 0.182
H -2.957 -2.387 -0.051
H -3.573 -0.786 0.190
H -3.077 -1.774 1.588
H -3.045 1.612 0.689
H -2.578 1.415 -0.982
H -1.532 2.388 0.368
H 2.437 -2.432 -1.213
H 2.998 -2.323 0.497
H 3.741 -1.181 -0.746
H 3.205 1.367 -1.049
H 1.906 2.489 -0.275
H 1.513 1.780 -1.901
```

spin multiplicity	1
structure (SMILES)	CC1=C(C)SC(C)=C(C)O1
Kohn-Sham gap	8.102	eV

Here are the Mulliken charges for atoms 1 to 8, given in e: number 1, C, carries 0.645; number 2, C, carries 0.358; number 3, C, carries 0.679; number 4, C, carries 0.308; number 5, C, carries -1.213; number 6, C, carries -1.481; number 7, C, carries -1.189; number 8, C, carries -1.140

---

Arrangement 3

Molecular formula: C8H12OS
Method: DFT, ωB97M-V with the def2-TZVPD basis set

The geometry in XYZ format:
```
22
C8H12OS | OMol25 | ωB97M-V with the def2-TZVPD basis set
C -2.015 -0.847 0.251
C -1.372 -0.421 1.408
C -1.699 -0.422 -0.969
C -0.292 0.416 1.339
C -0.548 0.622 -1.088
C 0.438 0.822 0.065
C 0.930 2.214 0.041
C 1.093 -2.003 -0.267
O 2.927 -0.284 0.654
S 1.929 -0.290 -0.372
H -2.732 -1.598 0.301
H -1.885 -0.842 2.320
H -2.009 -0.799 -1.830
H 0.132 0.511 2.309
H -0.028 0.380 -2.072
H -0.962 1.491 -1.519
H 1.712 2.380 -0.729
H 1.516 2.474 0.952
H 0.162 3.030 -0.128
H 0.437 -2.201 -1.131
H 0.522 -1.853 0.630
H 1.743 -2.781 -0.163
```

spin multiplicity	1
Kohn-Sham gap	8.595	eV

Here are the Mulliken charges for atoms 1 to 8, given in e: number 1, C, carries -0.081; number 2, C, carries -0.483; number 3, C, carries -1.048; number 4, C, carries -0.739; number 5, C, carries -1.059; number 6, C, carries 1.526; number 7, C, carries -1.698; number 8, C, carries -0.887

---

It is arrangement 1 that is the least stable of them.

---

Arrangement 1

Molecular formula: C4H8B2
Method: DFT, ωB97M-V with the def2-TZVPD basis set

The geometry in XYZ format:
```
14
C4H8B2 | OMol25 | ωB97M-V with the def2-TZVPD basis set
B -0.717 0.601 -0.074
B 0.552 -0.739 0.340
C -3.322 -0.238 -0.036
C 2.779 0.639 0.035
C -2.084 0.209 0.037
C 2.069 -0.488 -0.073
H 0.098 0.062 1.186
H -0.406 1.565 -0.446
H 0.088 -1.812 0.033
H 2.411 -1.256 -0.751
H -3.797 -1.092 -0.778
H -4.177 0.365 0.244
H 2.723 1.509 0.658
H 3.781 0.676 -0.374
```

spin multiplicity	1
Kohn-Sham gap	7.303	eV

Here are the Mulliken charges for atoms 1 to 8, given in e: number 1, B, carries -0.401; number 2, B, carries 0.347; number 3, C, carries -0.592; number 4, C, carries -0.680; number 5, C, carries 0.352; number 6, C, carries -0.169; number 7, H, carries 0.087; number 8, H, carries -0.114

---

Arrangement 2

Molecular formula: C4H8B2
Method: DFT, ωB97M-V with the def2-TZVPD basis set

The geometry in XYZ format:
```
14
C4H8B2 | OMol25 | ωB97M-V with the def2-TZVPD basis set
B 0.777 0.188 1.831
B -1.094 -1.552 -0.656
C -0.750 1.186 -0.321
C 1.050 0.190 -0.928
C 0.462 0.572 0.367
C -0.374 -0.257 -0.727
H 0.172 0.477 2.682
H 1.578 -0.628 2.163
H -2.081 -1.506 0.143
H -0.743 -2.395 -1.303
H -1.544 1.607 0.224
H -0.577 1.868 -1.085
H 1.346 0.913 -1.614
H 1.776 -0.664 -0.777
```

spin multiplicity	1
structure (SMILES)	B[C@]12C[C@@]1(B)C2
Kohn-Sham gap	9.516	eV

Here are the Mulliken charges for atoms 1 to 8, given in e: number 1, B, carries 0.112; number 2, B, carries 0.052; number 3, C, carries -0.538; number 4, C, carries -0.428; number 5, C, carries 0.095; number 6, C, carries -0.005; number 7, H, carries -0.072; number 8, H, carries -0.063

---

It is arrangement 1 that is the least stable of them.

---

Arrangement 1

Molecular formula: C6H11ClO
Method: DFT, ωB97M-V with the def2-TZVPD basis set

The geometry in XYZ format:
```
19
C6H11ClO | OMol25 | ωB97M-V with the def2-TZVPD basis set
C 1.038 1.542 -0.571
C 1.207 0.440 0.426
C -0.082 -0.345 0.493
C -1.256 0.290 1.264
C -1.951 0.194 -0.082
C -3.347 -0.473 -0.414
H 1.910 2.353 -0.531
H -0.047 2.126 -0.486
H 0.887 1.065 -1.542
H 1.710 0.769 1.438
H 0.137 -1.325 0.837
H -0.906 1.260 1.546
H -1.780 -0.263 2.054
H -2.118 1.235 -0.581
H -3.888 -0.209 -1.518
H -3.942 0.163 0.364
H -3.364 -1.585 -0.256
O -0.811 -0.497 -0.736
Cl 2.602 -0.676 -0.125
```

spin multiplicity	1
Kohn-Sham gap	10.563	eV

Here are the Mulliken charges for atoms 1 to 8, given in e: number 1, C, carries -1.006; number 2, C, carries -0.006; number 3, C, carries -0.082; number 4, C, carries -0.656; number 5, C, carries 0.342; number 6, C, carries -1.114; number 7, H, carries 0.303; number 8, H, carries 0.157

---

Arrangement 2

Molecular formula: C6H11ClO
Method: DFT, ωB97M-V with the def2-TZVPD basis set

The geometry in XYZ format:
```
19
C6H11ClO | OMol25 | ωB97M-V with the def2-TZVPD basis set
C 1.516 0.665 1.193
C 1.028 0.347 -0.295
C -0.279 -0.403 -0.186
C -0.116 -1.938 -0.012
C -1.471 0.251 -0.164
C -1.766 1.625 -0.609
H 2.673 0.755 1.243
H 1.247 -0.413 1.703
H 0.842 1.286 1.818
H 1.213 1.236 -0.951
H 2.079 -1.315 -0.589
H 0.312 -2.472 -0.996
H -1.111 -2.296 0.321
H 0.792 -2.005 0.722
H -2.021 2.172 0.306
H -2.733 1.371 -1.204
H -1.071 2.347 -1.220
O 1.737 -0.550 -1.191
Cl -2.870 -0.663 0.111
```

spin multiplicity	1
structure (SMILES)	C/C(Cl)=C(/C)[C@@H](C)O
Kohn-Sham gap	9.456	eV

Here are the Mulliken charges for atoms 1 to 8, given in e: number 1, C, carries -0.859; number 2, C, carries -0.210; number 3, C, carries 0.186; number 4, C, carries -1.408; number 5, C, carries 0.782; number 6, C, carries -1.060; number 7, H, carries 0.285; number 8, H, carries 0.199

---

It is arrangement 2 that is the least stable of them.

---

Arrangement 1

Molecular formula: C4H7ClNO2
Method: DFT, ωB97M-V with the def2-TZVPD basis set

The geometry in XYZ format:
```
15
C4H7ClNO2 | OMol25 | ωB97M-V with the def2-TZVPD basis set
C 1.462 1.436 2.541
C 0.132 -1.625 -0.048
C -1.283 0.340 -1.062
C -0.196 -0.724 -1.061
N 0.405 -1.127 -2.703
O 2.380 2.091 2.854
O 1.052 0.416 2.124
Cl -0.284 2.820 2.490
H -0.503 -1.609 0.841
H 1.005 -1.359 0.445
H 0.344 -2.640 -0.286
H -2.245 -0.034 -0.783
H -1.410 1.120 -1.967
H -1.238 1.072 -0.283
H 0.379 -0.177 -3.103
```

spin multiplicity	1
charge	-1
Kohn-Sham gap (alpha / beta)	7.877 / 8.333	eV

Here are the Mulliken charges for atoms 1 to 8, given in e: number 1, C, carries 0.599; number 2, C, carries -1.116; number 3, C, carries -0.871; number 4, C, carries 0.504; number 5, N, carries -0.535; number 6, O, carries -0.470; number 7, O, carries -0.473; number 8, Cl, carries -0.670

---

Arrangement 2

Molecular formula: C4H7ClNO2
Method: DFT, ωB97M-V with the def2-TZVPD basis set

The geometry in XYZ format:
```
15
C4H7ClNO2 | OMol25 | ωB97M-V with the def2-TZVPD basis set
C 5.119 0.775 0.212
C -0.616 0.789 -0.285
C 0.226 -1.342 -1.156
C -0.508 -0.637 -0.100
N -3.814 -0.943 -0.104
O 4.479 1.582 0.728
O 5.928 0.060 -0.200
Cl 3.204 -0.961 -0.163
H -1.516 1.089 0.070
H -0.414 1.059 -1.291
H 0.355 1.074 0.245
H 1.330 -1.280 -0.736
H -0.039 -1.014 -2.218
H 0.000 -2.490 -1.219
H -4.373 -1.787 0.166
```

spin multiplicity	1
charge	-1
Kohn-Sham gap (alpha / beta)	7.611 / 4.822	eV

Here are the Mulliken charges for atoms 1 to 8, given in e: number 1, C, carries 0.732; number 2, C, carries -0.934; number 3, C, carries -0.342; number 4, C, carries 0.067; number 5, N, carries -0.387; number 6, O, carries -0.400; number 7, O, carries -0.400; number 8, Cl, carries -0.758

---

It is arrangement 2 that is the least stable of them.